# 1
Molecular formula: C40H97FNO8PS2
Method: DFT, the ωB97M-V functional and the def2-TZVPD basis

Computed properties:
**Spin multiplicity**: 1
**SMILES**: CCN(CC)C(=S)SCCCPF.CCOCC.CCOCC.CCOCC.CCOCC.CCOCC.CCOCC.CCOCC.CCOCC

Cartesian coordinates (Å):
C  -7.012  0.519  -0.346
C  -6.450  -0.326  0.797
N  -5.579  0.464  1.677
C  -5.523  -0.012  3.066
C  -5.068  -1.461  3.260
C  -4.334  0.837  1.156
S  -3.628  2.248  1.562
S  -3.517  -0.335  0.130
C  -2.518  0.631  -1.017
C  -3.276  1.688  -1.803
C  -2.379  2.278  -2.921
P  -1.917  4.048  -2.739
F  -2.596  4.457  -1.338
H  -6.967  1.579  -0.111
H  -8.054  0.254  -0.524
H  -6.472  0.332  -1.273
H  -5.932  -1.189  0.377
H  -7.258  -0.732  1.404
H  -4.826  0.638  3.590
H  -6.497  0.149  3.529
H  -4.005  -1.530  3.483
H  -5.278  -2.092  2.398
H  -5.599  -1.895  4.108
H  -1.644  1.041  -0.513
H  -2.164  -0.129  -1.716
H  -3.641  2.476  -1.153
H  -4.151  1.221  -2.255
H  -2.882  2.148  -3.878
H  -1.440  1.728  -2.982
H  -2.879  4.609  -3.617
C  -0.082  -4.901  -0.113
C  0.447  -3.697  -0.873
O  -0.187  -2.476  -0.533
C  -0.053  -2.075  0.819
C  1.382  -1.831  1.254
H  -1.169  -4.956  -0.191
H  0.344  -5.821  -0.514
H  0.176  -4.857  0.947
H  0.260  -3.824  -1.940
H  1.533  -3.614  -0.748
H  -0.540  -2.796  1.485
H  -0.622  -1.147  0.894
H  1.961  -2.755  1.294
H  1.398  -1.388  2.250
H  1.879  -1.152  0.561
C  0.350  -10.937  1.474
C  0.860  -9.728  0.709
O  0.213  -8.516  1.052
C  0.352  -8.099  2.398
C  1.788  -7.822  2.809
H  -0.736  -11.003  1.401
H  0.784  -11.849  1.063
H  0.614  -10.894  2.532
H  0.666  -9.858  -0.355
H  1.946  -9.631  0.827
H  -0.110  -8.825  3.077
H  -0.235  -7.183  2.469
H  2.389  -8.731  2.848
H  1.813  -7.371  3.802
H  2.262  -7.140  2.102
C  -5.080  -0.263  9.303
C  -4.862  -0.535  7.825
O  -6.044  -0.477  7.047
C  -6.712  0.773  7.037
C  -5.879  1.908  6.467
H  -5.873  -0.901  9.696
H  -4.165  -0.459  9.862
H  -5.360  0.775  9.491
H  -4.485  -1.549  7.688
H  -4.102  0.144  7.420
H  -7.076  1.027  8.039
H  -7.592  0.613  6.413
H  -5.041  2.171  7.115
H  -6.491  2.801  6.341
H  -5.471  1.620  5.498
C  3.029  1.576  -5.255
C  1.549  1.813  -5.506
O  0.958  2.747  -4.623
C  1.491  4.059  -4.675
C  1.337  4.728  -6.031
H  3.202  1.335  -4.205
H  3.383  0.747  -5.868
H  3.630  2.452  -5.503
H  0.998  0.885  -5.345
H  1.381  2.107  -6.549
H  2.542  4.064  -4.364
H  0.934  4.620  -3.926
H  1.958  4.258  -6.795
H  1.637  5.773  -5.973
H  0.299  4.677  -6.364
C  8.099  -8.715  3.609
C  6.823  -8.707  2.783
O  5.741  -8.038  3.404
C  5.936  -6.661  3.669
C  6.164  -5.820  2.424
H  7.897  -9.081  4.616
H  8.840  -9.364  3.142
H  8.538  -7.720  3.693
H  6.474  -9.729  2.638
H  7.014  -8.290  1.788
H  6.754  -6.518  4.384
H  5.021  -6.339  4.166
H  7.121  -6.041  1.949
H  6.162  -4.761  2.684
H  5.375  -6.003  1.693
C  -2.649  -2.516  13.533
C  -2.350  -1.331  12.630
O  -3.195  -0.216  12.847
C  -3.133  0.361  14.138
C  -1.764  0.912  14.503
H  -3.708  -2.772  13.484
H  -2.065  -3.381  13.217
H  -2.399  -2.312  14.575
H  -2.517  -1.612  11.590
H  -1.297  -1.039  12.717
H  -3.473  -0.353  14.897
H  -3.861  1.172  14.118
H  -1.025  0.120  14.633
H  -1.823  1.464  15.441
H  -1.405  1.584  13.723
C  5.794  6.128  -7.586
C  4.614  6.155  -8.544
O  3.441  6.722  -7.994
C  3.541  8.080  -7.598
C  3.872  9.028  -8.737
H  5.504  5.669  -6.640
H  6.612  5.552  -8.019
H  6.171  7.129  -7.374
H  4.334  5.134  -8.809
H  4.888  6.662  -9.477
H  4.263  8.191  -6.781
H  2.560  8.324  -7.189
H  4.889  8.881  -9.107
H  3.791  10.062  -8.401
H  3.190  8.873  -9.575
C  1.116  6.802  -12.677
C  1.421  8.291  -12.671
O  2.766  8.598  -12.351
C  3.744  8.091  -13.240
C  3.621  8.621  -14.659
H  1.446  6.344  -11.744
H  0.043  6.643  -12.784
H  1.610  6.286  -13.501
H  0.830  8.782  -11.898
H  1.138  8.746  -13.626
H  3.736  6.995  -13.239
H  4.698  8.402  -12.814
H  2.725  8.249  -15.158
H  4.481  8.306  -15.250
H  3.577  9.711  -14.656

Löwdin atomic charge list, values in e, 99 entries:
1 C -0.072
2 C -0.277
3 N -0.221
4 C -0.242
5 C -0.068
6 C -1.096
7 S 0.705
8 S 0.927
9 C -0.506
10 C -0.318
11 C -0.400
12 P 0.883
13 F -0.385
14 H 0.080
15 H 0.069
16 H 0.059
17 H 0.069
18 H 0.119
19 H 0.078
20 H 0.114
21 H 0.072
22 H 0.064
23 H 0.071
24 H 0.078
25 H 0.078
26 H 0.043
27 H 0.099
28 H 0.072
29 H 0.055
30 H -0.071
31 C -0.076
32 C -0.279
33 O -0.170
34 C -0.285
35 C -0.076
36 H 0.085
37 H 0.076
38 H 0.061
39 H 0.117
40 H 0.108
41 H 0.110
42 H 0.095
43 H 0.064
44 H 0.077
45 H 0.083
46 C -0.080
47 C -0.282
48 O -0.169
49 C -0.282
50 C -0.078
51 H 0.081
52 H 0.075
53 H 0.066
54 H 0.117
55 H 0.108
56 H 0.108
57 H 0.112
58 H 0.067
59 H 0.078
60 H 0.077
61 C -0.072
62 C -0.281
63 O -0.170
64 C -0.280
65 C -0.069
66 H 0.085
67 H 0.065
68 H 0.070
69 H 0.117
70 H 0.109
71 H 0.107
72 H 0.116
73 H 0.070
74 H 0.080
75 H 0.058
76 C -0.079
77 C -0.284
78 O -0.188
79 C -0.290
80 C -0.073
81 H 0.082
82 H 0.075
83 H 0.063
84 H 0.116
85 H 0.107
86 H 0.108
87 H 0.080
88 H 0.063
89 H 0.069
90 H 0.083
91 C -0.081
92 C -0.283
93 O -0.168
94 C -0.283
95 C -0.079
96 H 0.082
97 H 0.076
98 H 0.066
99 H 0.117


# 2
Molecular formula: C6H8
Method: DFT, the ωB97M-V functional and the def2-TZVPD basis

Computed properties:
**Spin multiplicity**: 1
**SMILES**: C1C[C@]23C[C@]12C3

Cartesian coordinates (Å):
C  -0.013  1.382  -0.146
C  -1.221  0.544  0.136
C  0.422  -1.054  -0.951
C  0.564  -0.737  1.228
C  0.901  -0.026  -0.049
C  -0.528  -0.843  0.230
H  0.031  1.633  -1.180
H  0.518  1.977  0.511
H  -2.045  0.809  0.760
H  -1.633  0.473  -0.865
H  0.092  -0.515  -1.834
H  0.996  -1.880  -1.215
H  1.254  -1.608  1.198
H  0.663  -0.155  2.179

Just the Löwdin charges please, in e? Sure, here they are:
1 C -0.083
2 C -0.168
3 C -0.085
4 C -0.101
5 C -0.194
6 C -0.166
7 H 0.089
8 H 0.072
9 H 0.099
10 H 0.099
11 H 0.109
12 H 0.089
13 H 0.111
14 H 0.129


These records have LUMO values of 0.328 1.151 eV, in the order they appear.
These records have ΔE to the lowest compared entry with this formula, charge and spin values of 0.00 89.77 kcal per mole, in the order they appear.